[1]
{
  "formula": "C32H85N3O16",
  "method": "ωB97M-V/def2-TZVPD",
  "symbols": ["C", "O", "C", "C", "N", "C", "C", "O", "C", "H", "H", "H", "H", "H", "H", "H", "H", "H", "H", "H", "H", "H", "H", "H", "C", "O", "C", "C", "N", "C", "C", "O", "C", "H", "H", "H", "H", "H", "H", "H", "H", "H", "H", "H", "H", "H", "H", "H", "C", "O", "C", "C", "N", "C", "C", "O", "C", "H", "H", "H", "H", "H", "H", "H", "H", "H", "H", "H", "H", "H", "H", "H", "C", "C", "C", "O", "H", "H", "H", "H", "H", "H", "H", "H", "C", "C", "C", "O", "H", "H", "H", "H", "H", "H", "H", "H", "O", "C", "C", "O", "H", "H", "H", "H", "H", "H", "O", "C", "C", "O", "H", "H", "H", "H", "H", "H", "O", "C", "C", "O", "H", "H", "H", "H", "H", "H", "O", "C", "C", "O", "H", "H", "H", "H", "H", "H"],
  "positions_angstrom": [[3.89100, -6.92523, -0.51992], [2.70242, -6.16038, -0.78260], [2.74773, -5.38613, -1.95692], [3.90719, -4.35373, -1.96582], [3.62784, -3.24228, -1.10092], [4.68253, -2.26156, -0.84940], [4.86027, -1.26830, -2.03674], [6.14400, -0.62723, -2.23869], [7.23668, -1.50384, -2.59302], [4.07305, -7.63757, -1.32462], [3.67407, -7.58571, 0.31960], [4.80370, -6.35129, -0.35968], [1.78008, -4.90546, -2.10080], [2.92381, -6.15578, -2.70841], [3.91420, -3.97908, -2.98939], [4.94636, -4.68143, -1.93670], [3.41395, -3.70594, -0.22950], [5.63182, -2.75429, -0.63921], [4.41985, -1.72895, 0.06462], [4.10474, -0.48336, -2.00293], [4.74338, -1.79446, -2.98416], [8.10551, -0.93292, -2.92057], [6.87737, -2.21135, -3.34030], [7.50097, -2.01468, -1.66712], [-2.26943, 3.39937, -4.33668], [-1.55228, 3.95921, -3.24840], [-0.49909, 3.20041, -2.69307], [-0.03570, 3.61794, -1.23987], [-1.09169, 3.30471, -0.24525], [-0.78077, 3.97350, 0.99499], [-1.86090, 3.70832, 2.07412], [-2.97859, 4.47250, 1.68245], [-4.17309, 4.21848, 2.42123], [-3.15919, 3.98442, -4.56937], [-2.56858, 2.36985, -4.13993], [-1.72083, 3.30832, -5.27415], [0.36719, 3.46094, -3.30117], [-0.60460, 2.11626, -2.73297], [0.07621, 4.70182, -1.21212], [0.92872, 3.18615, -0.97238], [-1.83686, 3.84639, -0.65926], [-0.71837, 5.04105, 0.78398], [0.08181, 3.48586, 1.44916], [-1.59330, 3.93951, 3.10515], [-1.99642, 2.63558, 2.21188], [-5.09076, 4.66027, 2.03289], [-4.14148, 4.63951, 3.42613], [-4.32659, 3.14220, 2.49982], [-4.13741, -0.69894, 1.30761], [-5.06372, 0.22353, 0.75418], [-4.40862, 1.24892, -0.05472], [-3.68634, 0.69101, -1.25976], [-4.59660, 0.19410, -2.33502], [-5.43333, -0.96339, -1.97519], [-6.14019, -1.64345, -3.14208], [-6.99735, -0.66193, -3.76650], [-7.65597, -1.09942, -4.92054], [-3.74999, -1.27496, 0.46724], [-4.66695, -1.37644, 1.97745], [-3.32821, -0.24680, 1.88108], [-3.75452, 1.76854, 0.64546], [-5.18786, 1.92166, -0.41291], [-2.95882, -0.10626, -1.10752], [-3.01567, 1.49371, -1.56630], [-5.30653, 0.87693, -2.55830], [-6.19828, -0.50951, -1.34515], [-4.85504, -1.70781, -1.42791], [-6.64105, -2.55215, -2.80816], [-5.41936, -2.00663, -3.87461], [-8.35040, -1.92442, -4.76166], [-6.96884, -1.38043, -5.71865], [-8.34744, -0.31333, -5.22391], [1.79884, 4.06178, 4.16978], [0.86569, 5.20044, 4.77806], [-0.13600, 4.74807, 5.87824], [1.67233, 6.18206, 5.34033], [2.51305, 3.74741, 4.93083], [2.40035, 4.41540, 3.33239], [1.25369, 3.16629, 3.87146], [0.22542, 5.56099, 3.97296], [-0.96084, 4.20106, 5.42159], [-0.57504, 5.55476, 6.46526], [0.23914, 4.07762, 6.65146], [2.40645, 6.28996, 4.73121], [-0.18551, -2.10503, -3.41496], [0.10079, -1.23802, -4.69202], [1.54932, -1.35325, -5.14389], [-0.73844, -1.70695, -5.70759], [0.02347, -3.16510, -3.55882], [-1.17915, -1.90887, -3.01208], [0.62227, -1.84371, -2.73136], [-0.09719, -0.17974, -4.52191], [2.13896, -1.73517, -4.31050], [1.95114, -0.41777, -5.53316], [1.66317, -2.10274, -5.92709], [-1.50034, -1.12425, -5.74723], [3.03599, 2.07319, 1.85826], [3.57648, 2.97550, 0.96137], [4.08102, 2.27910, -0.31824], [2.98313, 1.94267, -1.17783], [3.75019, 1.83662, 2.45453], [2.92561, 3.84491, 0.86867], [4.34791, 3.45272, 1.56573], [4.67327, 1.39906, -0.06750], [4.73143, 2.90240, -0.93188], [2.69041, 1.11280, -0.79412], [-1.91564, -1.04216, 7.33090], [-0.63810, -0.89783, 6.70067], [-0.69489, -0.05221, 5.38188], [-0.82916, 1.33047, 5.64359], [-2.36869, -0.21032, 7.17476], [0.13050, -0.54089, 7.38620], [-0.30414, -1.92432, 6.54939], [-1.52087, -0.44140, 4.78657], [0.25091, -0.09073, 4.84143], [-1.72471, 1.53927, 5.91926], [0.34106, -6.11797, 0.32741], [0.19222, -5.29291, 1.43609], [0.65425, -3.83357, 1.28521], [2.07415, -3.73861, 1.33724], [1.15577, -5.83711, -0.09563], [-0.86523, -5.31136, 1.69985], [0.66142, -5.85007, 2.24697], [0.25907, -3.23790, 2.10807], [0.26145, -3.45210, 0.34272], [2.31047, -3.93156, 2.24747], [0.49975, 1.09937, 1.85373], [0.24201, -0.20782, 1.50196], [0.66729, -0.51074, 0.10222], [2.07979, -0.51965, -0.20690], [1.45051, 1.23137, 1.83890], [0.60549, -0.91514, 2.24740], [-0.83215, -0.38320, 1.44253], [0.17871, 0.20164, -0.56255], [0.18759, -1.44359, -0.19405], [2.34501, -1.43724, -0.30321]],
  "lowdin_charge": [-0.06, -0.25, -0.17, -0.21, -0.06, -0.18, -0.17, -0.21, -0.09, 0.09, 0.10, 0.08, 0.13, 0.12, 0.11, 0.11, 0.07, 0.11, 0.11, 0.11, 0.10, 0.09, 0.08, 0.07, -0.11, -0.19, -0.20, -0.17, -0.05, -0.21, -0.22, -0.18, -0.10, 0.09, 0.07, 0.08, 0.12, 0.11, 0.11, 0.09, 0.10, 0.12, 0.10, 0.10, 0.11, 0.09, 0.08, 0.07, -0.11, -0.21, -0.17, -0.20, -0.04, -0.21, -0.20, -0.19, -0.13, 0.06, 0.09, 0.07, 0.09, 0.13, 0.10, 0.09, 0.09, 0.11, 0.11, 0.12, 0.11, 0.08, 0.09, 0.09, -0.03, -0.46, -0.05, -0.04, 0.08, 0.06, 0.06, 0.12, 0.05, 0.07, 0.07, 0.08, -0.04, -0.48, -0.04, -0.05, 0.07, 0.07, 0.05, 0.13, 0.06, 0.08, 0.08, 0.09, -0.08, -0.24, -0.19, -0.08, 0.11, 0.12, 0.12, 0.12, 0.12, 0.02, -0.07, -0.23, -0.23, -0.07, 0.07, 0.11, 0.11, 0.12, 0.11, 0.08, -0.05, -0.26, -0.21, -0.08, 0.02, 0.12, 0.12, 0.11, 0.11, 0.10, -0.05, -0.27, -0.20, -0.07, 0.04, 0.11, 0.11, 0.12, 0.09, 0.04],
  "smiles": "COCCNCCOC.COCCNCCOC.COCCNCCOC.CC(C)O.CC(C)O.OCCO.OCCO.OCCO.OCCO",
  "lumo_ev": 0.1,
  "total_charge": 0
}

***

[2]
{
  "formula": "C4H9O",
  "method": "ωB97M-V/def2-TZVPD",
  "symbols": ["C", "O", "H", "H", "H", "C", "C", "C", "H", "H", "H", "H", "H", "H"],
  "positions_angstrom": [[2.34765, 2.23080, 0.08472], [1.19584, 1.99766, -0.53115], [2.26226, 2.48175, 1.19098], [3.13296, 1.41881, 0.04753], [2.93209, 3.15177, -0.28160], [-0.55794, -0.84910, -0.84450], [-1.43170, -1.81852, -0.06412], [-2.30661, -1.38790, 0.96007], [-0.25785, -0.00635, -0.22550], [0.33107, -1.39925, -1.16966], [-1.05459, -0.41843, -1.74107], [-1.40976, -2.87700, -0.31936], [-2.83862, -2.14662, 1.53759], [-2.34481, -0.37763, 1.35607]],
  "lowdin_charge": [-0.58, -0.41, 0.01, 0.01, 0.00, -0.23, -0.45, -0.27, 0.03, 0.03, 0.02, -0.02, -0.10, -0.07],
  "spin_multiplicity": 2,
  "lumo_ev": [7.4, 7.4],
  "s2": 0.75,
  "total_charge": -2
}

***

[3]
{
  "formula": "C44H46AsIrN3Se",
  "method": "ωB97M-V/def2-TZVPD",
  "symbols": ["Ir", "C", "C", "C", "C", "C", "C", "C", "C", "C", "C", "C", "C", "N", "C", "C", "C", "C", "C", "N", "C", "C", "C", "C", "H", "H", "H", "H", "H", "H", "H", "H", "H", "H", "H", "H", "H", "H", "H", "H", "H", "H", "H", "H", "H", "H", "H", "H", "H", "H", "H", "H", "H", "Se", "C", "C", "C", "N", "C", "C", "H", "H", "H", "H", "C", "C", "C", "C", "C", "C", "As", "C", "C", "C", "C", "C", "C", "C", "C", "C", "C", "C", "C", "H", "H", "H", "H", "H", "H", "H", "H", "H", "H", "H", "H", "H"],
  "positions_angstrom": [[-0.57539, 0.11369, 0.04785], [0.78661, -2.96570, -0.52999], [-0.21249, -3.74426, 0.32440], [-1.66525, -3.49903, -0.07917], [0.05213, -3.51701, 1.80161], [0.29706, -4.65795, 2.54081], [0.63470, -4.61512, 3.88929], [0.86621, -3.39163, 4.48182], [0.65471, -2.20234, 3.79990], [1.26793, -0.97079, 4.47479], [1.65338, 0.21913, 3.58776], [0.46646, -0.51282, 5.71494], [0.07384, -2.25770, 2.49065], [-0.51730, -1.09568, 1.99460], [-1.25584, -0.42437, 2.86229], [-1.73285, 0.86732, 2.64133], [-2.44076, 1.71101, 3.55257], [-2.57356, 2.90425, 2.92452], [-1.96947, 2.78018, 1.60644], [-1.46742, 1.56003, 1.46530], [-1.91776, 3.90669, 0.62038], [-1.47333, 3.47613, -0.77866], [-3.31276, 4.55008, 0.52437], [-0.91353, 4.93775, 1.18044], [0.60516, -3.14789, -1.59080], [1.81104, -3.25872, -0.29798], [0.70636, -1.88958, -0.33633], [-0.01371, -4.80222, 0.14559], [-1.89819, -2.43734, -0.03561], [-2.34368, -4.02791, 0.59094], [-1.84497, -3.84592, -1.09803], [0.19885, -5.61957, 2.05404], [0.80347, -5.53225, 4.43711], [1.26973, -3.35273, 5.48641], [2.21636, -1.36164, 4.85007], [0.84675, 0.93961, 3.46717], [1.98194, -0.10507, 2.59691], [2.48327, 0.74678, 4.05678], [-0.24612, 0.27069, 5.45036], [1.13576, -0.10724, 6.47218], [-0.08150, -1.34133, 6.16178], [-1.50677, -0.89040, 3.80979], [-2.76867, 1.44497, 4.54529], [-3.02230, 3.80414, 3.31237], [-2.31388, 3.07347, -1.34412], [-0.68300, 2.72633, -0.72692], [-1.08107, 4.33247, -1.32568], [-4.06682, 3.80362, 0.26815], [-3.30267, 5.30775, -0.25883], [-3.60367, 5.03571, 1.45535], [0.09147, 4.51414, 1.21950], [-1.19242, 5.26519, 2.18252], [-0.89958, 5.81003, 0.52752], [-2.68313, 0.12709, -1.44093], [-3.90644, -1.32055, -1.60642], [-4.30475, -2.10715, -0.53347], [-5.22513, -3.11686, -0.78396], [-5.72489, -3.33688, -1.99209], [-5.35233, -2.57957, -3.01283], [-4.44048, -1.54007, -2.87190], [-3.92784, -1.93800, 0.46639], [-5.57660, -3.76497, 0.00998], [-5.80895, -2.79592, -3.97106], [-4.16205, -0.91864, -3.71303], [2.71030, 4.99064, -2.60227], [2.54173, 4.58839, -1.28304], [2.04326, 3.32609, -1.00819], [1.71995, 2.46948, -2.05611], [1.88418, 2.86608, -3.37505], [2.38353, 4.13358, -3.64302], [1.21416, 0.65522, -1.60394], [1.11268, -0.29471, -3.27043], [0.07603, -0.28580, -4.18892], [0.20504, -1.01675, -5.36199], [1.35535, -1.76075, -5.59047], [2.38729, -1.77750, -4.66212], [2.28114, -1.03802, -3.49016], [3.30693, -0.92836, -2.43516], [4.57160, -1.50474, -2.45629], [5.45973, -1.26795, -1.41707], [5.09891, -0.46625, -0.34215], [3.83543, 0.10780, -0.29887], [2.95878, -0.12438, -1.34289], [3.10078, 5.97561, -2.82013], [2.80446, 5.25650, -0.47343], [1.90684, 3.00381, 0.02020], [1.63217, 2.19691, -4.18833], [2.52217, 4.44551, -4.66935], [-0.82055, 0.29473, -3.99983], [-0.58375, -1.00207, -6.10202], [1.45230, -2.33252, -6.50348], [3.27648, -2.36204, -4.85784], [4.87281, -2.12666, -3.28911], [6.44664, -1.70951, -1.44794], [5.80348, -0.28192, 0.45756], [3.54629, 0.73409, 0.53734]],
  "lowdin_charge": [0.82, -0.05, -0.36, -0.06, -0.11, -0.01, -0.01, -0.02, -0.12, -0.35, -0.06, -0.04, -0.14, 0.02, -0.08, -0.25, 0.03, 0.05, -0.19, -0.01, -0.53, -0.06, -0.02, -0.01, 0.10, 0.10, -0.01, 0.14, 0.00, 0.10, 0.10, 0.13, 0.12, 0.13, 0.14, 0.06, 0.07, 0.09, 0.06, 0.09, 0.08, 0.15, 0.13, 0.13, 0.05, 0.00, 0.10, 0.10, 0.10, 0.09, 0.08, 0.09, 0.10, 0.90, -0.60, -0.13, -0.11, 0.10, -0.10, -0.09, 0.10, 0.12, 0.12, 0.10, -0.05, -0.06, -0.14, -0.38, -0.08, -0.05, 1.23, -0.33, -0.10, -0.06, -0.04, 0.00, -0.19, -0.19, 0.00, -0.04, -0.06, -0.09, -0.31, 0.12, 0.11, 0.10, 0.11, 0.12, 0.08, 0.11, 0.12, 0.12, 0.12, 0.12, 0.11, 0.10],
  "spin_multiplicity": 6,
  "lumo_ev": [-5.7, -8.3],
  "s2": 8.83,
  "total_charge": 2
}